Entry 1:
Density functional theory data (wB97M-V/def2-TZVPD) for a cluster of 2 separate species, C5H15PSi in total.

Summary:
Gap between HOMO and LUMO (alpha / beta), eV: 7.21 / 8.57
HOMO energy (alpha / beta), eV: -8.0 / -8.5
Electronic energy, hartree: -830.2608
F_max, eV Å⁻¹: 1.0

ORCA input file:
```
! wB97M-V def2-TZVPD RIJCOSX def2/J DEFGRID3
* xyz 0 1
H -3.9379 0.6718 -0.2398
C -0.7090 2.3595 0.3859
H 2.7723 0.7381 -0.4561
H 0.5213 -2.8008 -0.3555
C -0.5938 1.0888 -0.3636
H 1.3672 0.7148 2.2495
H -0.0016 -0.3399 2.5580
H -3.2524 -0.8522 -1.3178
P -3.2932 -0.5317 0.0364
H 1.5919 -1.0191 2.2888
C 0.9104 -0.2326 1.9794
H 2.8197 -0.9845 -0.7782
H -1.7129 2.7792 0.3255
Si 0.5474 -0.3189 0.1116
H -0.4284 2.2397 1.4276
C -0.2113 -2.0006 -0.3640
H -0.9498 1.1399 -1.3882
H -0.0351 3.0963 -0.0714
H -0.6430 -1.9618 -1.3590
H 2.0166 0.0951 -1.9011
H -1.0064 -2.2681 0.3268
C 2.1979 -0.0967 -0.8483
*
```


Entry 2:
Density functional theory data (wB97M-V/def2-TZVPD) for a cluster of 2 separate species, C5H16N in total at a distorted geometry.

Summary:
Gap between HOMO and LUMO, eV: 10.03
HOMO energy, eV: -13.6
Electronic energy, hartree: -254.5292
F_max, eV Å⁻¹: 4.6

ORCA input file:
```
! wB97M-V def2-TZVPD RIJCOSX def2/J DEFGRID3
* xyz 1 1
H 0.4643 -1.5198 -2.0777
H 0.1434 -1.4390 0.7038
H 0.3682 0.8836 2.2226
H -1.0290 2.1249 0.0960
H 1.9843 1.0761 2.4511
H -1.4355 -3.1603 -1.6754
C -0.0374 -2.2379 -0.1260
C -0.3374 -1.3083 -1.3852
H 0.7088 -2.9519 -0.2863
H 2.0092 2.8479 0.8671
H -0.2988 -0.1760 -1.0843
N 1.2594 0.9340 1.7425
H 1.2779 0.0769 1.2168
H -0.2039 3.7329 0.3284
C -1.5636 -2.0366 -1.8267
H -0.6332 2.8823 1.8008
C -0.2914 2.7520 0.7587
C 1.2177 2.0712 0.6485
H -1.7293 -1.8582 -2.9245
H -0.9319 -2.7958 0.2753
H 1.4770 1.6361 -0.3502
H -2.4189 -1.5339 -1.3752
*
```


Entry 3:
Density functional theory data (wB97M-V/def2-TZVPD) for a cluster of 2 separate species, C5H16N2O in total at a distorted geometry.

Summary:
SMILES: CCNC[C@H](C)N.O
Gap between HOMO and LUMO, eV: 9.71
HOMO energy, eV: -8.8
Electronic energy, hartree: -384.8347
F_max, eV Å⁻¹: 1.6

ORCA input file:
```
! wB97M-V def2-TZVPD RIJCOSX def2/J DEFGRID3
* xyz 0 1
C -1.4184 -0.7769 -1.5423
H -0.1270 3.3018 -0.0100
H -0.3249 -1.3957 0.7823
C -0.8654 -1.9175 -2.3810
H -1.6746 -2.3581 -2.9723
N -0.0470 1.0253 1.8653
H -1.3524 3.9556 -0.5333
H 1.5899 -0.9390 2.8117
H -2.0649 -0.0887 -2.0944
C 2.0472 -0.3955 1.9852
H 2.6150 -1.0765 1.3551
O -0.4601 3.7759 -0.7916
H 1.0175 -1.3832 -0.2990
H -2.1303 -1.2020 -0.8199
H 1.4346 1.1128 0.5248
H 0.2773 1.4409 2.7221
H 2.7010 0.3536 2.4350
N -0.3415 -0.0094 -0.9095
H -0.8460 0.4206 2.0599
H -0.4018 -2.6983 -1.7888
C 1.0019 0.2989 1.1067
H -0.7834 0.8343 -0.5728
C 0.3211 -0.7139 0.2082
H -0.1678 -1.5649 -3.1417
*
```